## i
Here is 2 unconnected molecules or ions with the total composition C5H13NO2 from the Open Molecules 2025 dataset. Energies are from ωB97M-V/def2-TZVPD.

SMILES: CC(=O)ON.CCC
Net charge: 0
Highest occupied orbital energy in eV: -10.3

CARTESIAN COORDINATES (ANGSTROEM)
C1 0.29 -0.52 -2.43
C2 1.54 -0.26 -1.63
O1 2.37 0.57 -1.96
O2 1.80 -1.14 -0.54
N1 0.78 -2.15 -0.28
H1 0.48 -0.21 -3.47
H2 -0.53 0.08 -2.03
H3 0.02 -1.57 -2.49
H4 1.33 -3.01 -0.31
H5 0.60 -1.99 0.72
C3 -1.67 0.08 0.92
C4 -0.59 1.14 0.77
C5 -0.07 1.63 2.11
H6 -2.53 0.47 1.48
H7 -2.03 -0.24 -0.06
H8 -1.29 -0.79 1.45
H9 -0.98 1.98 0.19
H10 0.28 0.68 0.24
H11 -0.88 2.04 2.72
H12 0.39 0.81 2.66
H13 0.68 2.41 1.96

Löwdin atomic charge list, values in e, 4 entries: C -0.009; C -0.483; O 0.088; O -0.102


## ii
Here is a molecular structure, C5H13NO2 from the Open Molecules 2025 dataset. Energies are from ωB97M-V/def2-TZVPD.

Net charge: 0
Highest occupied orbital energy in eV: -8.3

CARTESIAN COORDINATES (ANGSTROEM)
C1 -1.75 -0.38 1.37
C2 -1.06 -1.46 -0.13
O1 -2.09 0.87 1.04
H1 -2.98 0.92 0.68
H2 -0.72 -0.42 1.85
H3 -2.59 -1.02 1.68
H4 -2.10 -1.30 -0.46
H5 -1.05 -2.45 0.33
H6 -0.66 -1.49 -1.14
C3 1.27 1.70 0.26
C4 1.33 0.36 -1.78
N1 0.91 0.46 -0.40
C5 0.85 -0.73 0.37
O2 0.90 -0.64 1.64
H7 1.39 -1.56 -0.12
H8 0.67 2.51 -0.16
H9 2.42 0.44 -1.89
H10 1.05 1.66 1.32
H11 2.34 1.94 0.14
H12 1.00 -0.58 -2.23
H13 0.87 1.17 -2.36

Löwdin atomic charge list, values in e, 4 entries: C -0.136; C -0.080; O -0.011; H 0.111


## iii
Here is 3 unconnected molecules or ions with the total composition C5H13NO2 from the Open Molecules 2025 dataset. Energies are from ωB97M-V/def2-TZVPD.

SMILES: C=C(N)/C=C/C.O.O
Net charge: 0
Highest occupied orbital energy in eV: -7.9

CARTESIAN COORDINATES (ANGSTROEM)
C1 -1.55 2.15 1.85
C2 -0.34 2.64 1.58
N1 0.40 3.35 2.50
C3 0.35 2.35 0.29
C4 0.67 1.11 -0.03
C5 1.46 0.84 -1.30
H1 -1.99 2.37 2.81
H2 -2.05 1.56 1.12
H3 0.23 3.26 3.48
H4 1.17 3.93 2.23
H5 0.68 3.21 -0.30
H6 0.30 0.22 0.47
H7 1.28 1.64 -2.02
H8 1.27 -0.15 -1.70
H9 2.55 0.92 -1.18
O1 -0.89 -6.04 -2.16
H10 -0.39 -5.57 -2.84
H11 -0.62 -6.96 -2.32
O2 -0.91 -3.53 -0.45
H12 -1.22 -4.28 -0.97
H13 -0.39 -3.01 -1.07

Löwdin atomic charge list, values in e, 4 entries: C 0.021; C -0.447; N 0.084; C -0.094


## iv
Here is 3 unconnected molecules or ions with the total composition C5H13NO2 from the Open Molecules 2025 dataset. Energies are from ωB97M-V/def2-TZVPD.

SMILES: C=C/C(N)=C/C.O.O
Net charge: 0
Highest occupied orbital energy in eV: -8.9

CARTESIAN COORDINATES (ANGSTROEM)
C1 1.47 -1.96 0.35
C2 0.63 -1.01 0.74
C3 1.17 0.37 0.76
N1 0.56 1.36 -0.11
C4 2.18 0.70 1.59
C5 2.89 2.01 1.58
H1 2.43 -1.77 -0.12
H2 1.32 -3.03 0.20
H3 -0.31 -1.24 1.22
H4 1.06 1.26 -1.00
H5 0.65 2.30 0.27
H6 2.56 -0.09 2.21
H7 2.66 2.70 0.76
H8 3.96 1.95 1.36
H9 2.71 2.58 2.50
O1 -6.70 -0.58 -1.84
H10 -5.86 -1.08 -1.87
H11 -6.96 -0.11 -1.04
O2 -2.24 -1.81 -2.51
H12 -2.55 -1.14 -3.15
H13 -1.63 -1.41 -1.90

Löwdin atomic charge list, values in e, 4 entries: C 0.007; C -0.137; C -0.368; N 0.057


iii takes first place; second place is 0.147 eV up.


## i
Here is a single C2H5NO molecule from the Open Molecules 2025 dataset. Energies are from ωB97M-V/def2-TZVPD.

SMILES: CNC=O
Net charge: 0
Highest occupied orbital energy in eV: -9.8

CARTESIAN COORDINATES (ANGSTROEM)
C1 -1.14 0.02 0.04
N1 0.23 -0.48 -0.22
C2 1.34 0.30 -0.10
O1 2.44 -0.19 0.05
H1 -1.47 0.68 -0.77
H2 -1.27 0.59 0.96
H3 -1.81 -0.81 0.06
H4 0.50 -1.49 0.12
H5 1.18 1.38 -0.14

Löwdin atomic charge list, values in e, 4 entries: C -0.098; N -0.049; C -0.403; O 0.004


## ii
Here is 2 unconnected molecules or ions with the total composition C2H5NO from the Open Molecules 2025 dataset. Energies are from ωB97M-V/def2-TZVPD.

SMILES: C=N.C=O
Net charge: 0
Highest occupied orbital energy in eV: -10.0

CARTESIAN COORDINATES (ANGSTROEM)
C1 1.31 -0.09 0.17
N1 1.18 -0.56 -0.99
H1 0.88 0.82 0.56
H2 2.24 -0.37 0.70
H3 1.77 -1.35 -1.23
C2 -1.83 0.38 0.19
O1 -2.72 -0.16 -0.41
H4 -1.75 0.33 1.29
H5 -1.07 1.01 -0.28

Löwdin atomic charge list, values in e, 4 entries: C -0.158; N 0.032; H 0.047; H 0.065


i takes first place; second place is 1.911 eV up.


## i
Here is a gas-phase ion, CH5N2O (charge +1) from the Open Molecules 2025 dataset. Energies are from ωB97M-V/def2-TZVPD.

SMILES: [NH2+]=CNO
Net charge: +1
Highest occupied orbital energy in eV: -16.2

CARTESIAN COORDINATES (ANGSTROEM)
N1 1.15 -0.67 -0.01
C1 0.52 0.44 -0.02
N2 -0.78 0.52 0.04
O1 -1.58 -0.64 -0.08
H1 0.49 -1.57 0.13
H2 2.21 -0.68 0.08
H3 1.01 1.28 -0.22
H4 -1.37 1.41 -0.20
H5 -1.98 -0.79 0.84

Löwdin atomic charge list, values in e, 4 entries: N 0.195; C -0.160; N 0.011; O 0.015


## ii
Here is a gas-phase ion, CH5N2O (charge +1) from the Open Molecules 2025 dataset. Energies are from ωB97M-V/def2-TZVPD.

SMILES: [NH3+][C@@H]1NO1
Net charge: +1
Highest occupied orbital energy in eV: -15.0

CARTESIAN COORDINATES (ANGSTROEM)
N1 0.59 0.31 -0.06
C1 -0.80 0.09 0.47
N2 -1.81 -0.73 -0.01
O1 -1.80 0.72 -0.19
H1 1.15 1.19 0.23
H2 0.61 0.15 -1.14
H3 1.04 -0.49 0.34
H4 -0.68 0.09 1.60
H5 -2.09 -1.10 -0.82

Löwdin atomic charge list, values in e, 4 entries: N 0.248; C -0.370; N 0.174; O 0.060


i takes first place; second place is 2.406 eV up.


## i
Here is a single CH2Cl2S2 molecule from the Open Molecules 2025 dataset. Energies are from ωB97M-V/def2-TZVPD.

SMILES: SC(S)(Cl)Cl
Net charge: 0
Highest occupied orbital energy in eV: -9.8

CARTESIAN COORDINATES (ANGSTROEM)
S1 -0.96 0.74 1.22
C1 -0.30 -0.28 -0.06
S2 1.43 -0.02 -0.45
Cl1 -0.53 -2.17 0.35
Cl2 -1.24 -0.03 -1.56
H1 0.22 0.77 1.73
H2 1.37 0.99 -1.22

Löwdin atomic charge list, values in e, 4 entries: S 0.678; C -1.852; S 0.661; Cl 0.366


## ii
Here is 2 unconnected molecules or ions with the total composition CH2Cl2S2 from the Open Molecules 2025 dataset. Energies are from ωB97M-V/def2-TZVPD.

Net charge: 0
Highest occupied orbital energy (alpha / beta) in eV: -8.2 / -9.0

CARTESIAN COORDINATES (ANGSTROEM)
C1 0.41 -0.75 -2.36
S1 -0.72 -1.25 1.47
S2 1.10 -0.60 1.03
Cl1 -1.26 -0.46 -1.92
Cl2 0.83 -2.28 -2.75
H1 0.99 0.12 -2.23
H2 -1.40 -0.13 1.78

Löwdin atomic charge list, values in e, 4 entries: C -1.131; S 0.172; S 0.028; Cl 0.487


i takes first place; second place is 1.528 eV up.